{
  "formula": "C47H128N8O13",
  "method": "ωB97M-V/def2-TZVPD",
  "de_lowest_kj_mol": 233.2,
  "gap_ev": 9.038,
  "total_charge": 0,
  "species": ["C", "C", "C", "O", "H", "H", "H", "H", "H", "H", "H", "H", "C", "C", "C", "O", "H", "H", "H", "H", "H", "H", "H", "H", "C", "C", "C", "O", "H", "H", "H", "H", "H", "H", "H", "H", "C", "C", "C", "O", "H", "H", "H", "H", "H", "H", "H", "H", "C", "C", "C", "O", "H", "H", "H", "H", "H", "H", "H", "H", "C", "C", "C", "O", "C", "N", "H", "H", "H", "H", "H", "H", "H", "H", "H", "H", "H", "C", "C", "C", "O", "C", "N", "H", "H", "H", "H", "H", "H", "H", "H", "H", "H", "H", "C", "C", "C", "O", "C", "N", "H", "H", "H", "H", "H", "H", "H", "H", "H", "H", "H", "C", "C", "C", "O", "C", "N", "H", "H", "H", "H", "H", "H", "H", "H", "H", "H", "H", "C", "C", "C", "O", "C", "N", "H", "H", "H", "H", "H", "H", "H", "H", "H", "H", "H", "C", "C", "C", "O", "C", "N", "H", "H", "H", "H", "H", "H", "H", "H", "H", "H", "H", "C", "C", "C", "O", "C", "N", "H", "H", "H", "H", "H", "H", "H", "H", "H", "H", "H", "C", "C", "C", "O", "C", "N", "H", "H", "H", "H", "H", "H", "H", "H", "H", "H", "H"],
  "xyz": [[12.124350, 14.140492, 17.122675], [12.268127, 14.640281, 18.468545], [11.806764, 13.526392, 19.483222], [13.645955, 14.968018, 18.677619], [12.631251, 14.798524, 16.319217], [11.078191, 14.047271, 16.789826], [12.644476, 13.195349, 16.986014], [11.618426, 15.504056, 18.607582], [12.378307, 12.623840, 19.355869], [10.729696, 13.274290, 19.460288], [11.877193, 13.841310, 20.482518], [13.766110, 15.057398, 19.601913], [14.010274, 22.574807, 12.300630], [14.671164, 23.445650, 13.344959], [13.713667, 24.060395, 14.300485], [15.649153, 22.607627, 13.970598], [12.990632, 22.928963, 11.996056], [14.049787, 21.531144, 12.682035], [14.531854, 22.563048, 11.358693], [15.125498, 24.253600, 12.827685], [13.194836, 23.289678, 14.803357], [12.978694, 24.678044, 13.799965], [14.232167, 24.722321, 15.054728], [16.380445, 23.153570, 14.344220], [18.949555, 19.660308, 11.907359], [18.253541, 19.547996, 13.259315], [19.303115, 19.139271, 14.325816], [17.713011, 20.826220, 13.654453], [18.252614, 19.926879, 11.098646], [19.457910, 18.715985, 11.665298], [19.636366, 20.499756, 12.058851], [17.460618, 18.814504, 13.148239], [20.210901, 19.734203, 14.144359], [19.544334, 18.080245, 14.413474], [18.821934, 19.385482, 15.289208], [16.738671, 20.862398, 13.751203], [17.254653, 25.145568, 16.917662], [17.857372, 23.716286, 16.598400], [17.015261, 22.619062, 17.192813], [17.985375, 23.437496, 15.197952], [17.961806, 25.958093, 16.886463], [16.727216, 25.219271, 17.901001], [16.504596, 25.453814, 16.170613], [18.784095, 23.790817, 17.092044], [16.524368, 22.033027, 16.438918], [16.196158, 23.084964, 17.800651], [17.575771, 21.927169, 17.927739], [18.567256, 22.648471, 15.062918], [9.970219, 22.839832, 14.983305], [10.035079, 21.453993, 14.345607], [8.730070, 20.816234, 14.093741], [10.727168, 21.600054, 13.123461], [10.896884, 23.406410, 14.957612], [9.624005, 22.805374, 15.988077], [9.321059, 23.439735, 14.390426], [10.637956, 20.815955, 15.015007], [8.205590, 21.274627, 13.216314], [8.074216, 20.729358, 14.965114], [8.939421, 19.803521, 13.807009], [10.868411, 20.720235, 12.704495], [16.127375, 12.490951, 18.851354], [16.302488, 12.872013, 17.410892], [17.250673, 14.043271, 17.144238], [17.390877, 14.263821, 15.749629], [18.577676, 15.023449, 15.493361], [16.570772, 11.704429, 16.542783], [15.612948, 11.520715, 18.939388], [15.641927, 13.318524, 19.356407], [17.114753, 12.293356, 19.263001], [15.301693, 13.200885, 17.066532], [18.240851, 13.820866, 17.566649], [16.899980, 14.952513, 17.625561], [19.476233, 14.618810, 16.042952], [18.453299, 16.091080, 15.790148], [18.839006, 14.901837, 14.411994], [17.272557, 11.058932, 16.818709], [16.487880, 11.754575, 15.517967], [12.745084, 17.103629, 22.487501], [13.127247, 18.578330, 22.185437], [14.047815, 18.690514, 20.984351], [14.016366, 20.049833, 20.517195], [15.224296, 20.372936, 19.800863], [11.952893, 19.410747, 21.977076], [12.076687, 16.880079, 21.657276], [12.193966, 16.911634, 23.415587], [13.603616, 16.449518, 22.571528], [13.696480, 18.886394, 23.113254], [13.635171, 18.180421, 20.080912], [15.063829, 18.339437, 21.124301], [15.127233, 21.404468, 19.449807], [15.430113, 19.695811, 18.927810], [15.996482, 20.232847, 20.572714], [11.599405, 19.699102, 22.884904], [12.322214, 20.296215, 21.649038], [14.847971, 12.406319, 9.985063], [14.408067, 13.831006, 10.312416], [15.113385, 14.953042, 9.605848], [16.437671, 15.000989, 9.928742], [17.180599, 16.073578, 9.457664], [12.955742, 13.907823, 10.073128], [15.815775, 12.229173, 10.408119], [14.875729, 12.244725, 8.936168], [14.106416, 11.666716, 10.395646], [14.614040, 13.947945, 11.351885], [14.724526, 15.952702, 9.751646], [14.968446, 14.683392, 8.497366], [17.059659, 16.284212, 8.404038], [18.246930, 15.849883, 9.516209], [17.030166, 17.018695, 9.969694], [12.516394, 14.767063, 10.362831], [12.489814, 13.146854, 10.508908], [8.832398, 12.716319, 13.306405], [10.136093, 13.536329, 13.391360], [11.356896, 12.661611, 13.362045], [12.509074, 13.409663, 13.407053], [13.688660, 12.654099, 13.746619], [10.077382, 14.492356, 12.250768], [8.688752, 11.970531, 14.087281], [8.865152, 12.243419, 12.328762], [7.985862, 13.424571, 13.378898], [10.138410, 14.213971, 14.313252], [11.377789, 12.042460, 12.412948], [11.318376, 12.023972, 14.272316], [14.068122, 11.961745, 12.958981], [13.499073, 12.125792, 14.707534], [14.520301, 13.372511, 13.992799], [9.579191, 14.048548, 11.477530], [10.988502, 14.772926, 11.937966], [19.807485, 12.594947, 12.177921], [18.369270, 12.111288, 12.215251], [18.400275, 10.770806, 13.036939], [17.113478, 10.310420, 13.292574], [17.186083, 9.051366, 13.909489], [17.314318, 12.966674, 12.709049], [20.136400, 12.865577, 13.180720], [19.834211, 13.499715, 11.536777], [20.497804, 11.856530, 11.833139], [18.079028, 11.758629, 11.211586], [18.948716, 10.963150, 13.974893], [19.152009, 10.063027, 12.574779], [17.755979, 9.154369, 14.820704], [17.689060, 8.374085, 13.183919], [16.128146, 8.753104, 14.123051], [17.573427, 13.328875, 13.631667], [17.143589, 13.767262, 12.105741], [10.113125, 18.487411, 17.299839], [10.661723, 18.833069, 18.655983], [10.936223, 20.310309, 18.771208], [11.881187, 20.739570, 17.739109], [12.226777, 22.107714, 17.986251], [9.863751, 18.310925, 19.728612], [10.670614, 18.821988, 16.430677], [9.177754, 19.040203, 17.285076], [9.938258, 17.402228, 17.232437], [11.677164, 18.418816, 18.794724], [11.291682, 20.502346, 19.757598], [10.040320, 20.938553, 18.660171], [12.371675, 22.334783, 19.032046], [11.459937, 22.741177, 17.559262], [13.217199, 22.292818, 17.528289], [8.914577, 18.451604, 19.411062], [10.201587, 18.742926, 20.609498], [13.644891, 18.556566, 11.085984], [12.377659, 18.031946, 11.699888], [11.226178, 18.277466, 10.750473], [10.857633, 19.593988, 10.850047], [9.744112, 19.865917, 9.941249], [12.506792, 16.609799, 11.920683], [13.838359, 18.199726, 10.071886], [14.409132, 18.189137, 11.762013], [13.810253, 19.609619, 11.123388], [12.092306, 18.504490, 12.639238], [10.288945, 17.681097, 10.986876], [11.569616, 17.986374, 9.783224], [9.864435, 20.907910, 9.775645], [8.723596, 19.691611, 10.348025], [9.936474, 19.285624, 9.051589], [13.378815, 16.593023, 12.403922], [11.779737, 16.409696, 12.588168], [14.219686, 19.824591, 15.280770], [14.129151, 18.395774, 15.737949], [15.259844, 17.508543, 15.251559], [15.180342, 17.518062, 13.811572], [15.802590, 16.419544, 13.231047], [14.137049, 18.357394, 17.258283], [15.178913, 20.222982, 15.640183], [13.391381, 20.563097, 15.555410], [14.370148, 19.843346, 14.228106], [13.215523, 17.945089, 15.323744], [15.217512, 16.471722, 15.591420], [16.217830, 17.997177, 15.523690], [15.063845, 15.578533, 13.301580], [16.672774, 16.103994, 13.740006], [15.991171, 16.595511, 12.199245], [13.352149, 18.811349, 17.661932], [14.013880, 17.395437, 17.625176]],
  "atomic_forces_ev_per_a": [[0.59, 0.32, -4.01], [-0.63, -0.74, 2.31], [-0.72, 0.60, -1.14], [-0.42, -0.07, -1.27], [-0.78, -0.56, 1.32], [0.32, -0.11, 0.33], [-0.13, -0.36, 0.13], [0.13, 0.38, 0.19], [0.31, -0.38, -0.17], [0.40, 0.16, -0.76], [0.67, 0.69, 1.53], [0.28, 0.25, 1.48], [-1.09, -0.48, -0.27], [0.21, -0.69, -0.63], [0.53, 1.22, 1.15], [0.15, 0.83, 0.34], [0.61, -0.60, 0.78], [-0.68, 0.61, -0.26], [0.73, 0.05, -0.27], [1.01, 0.82, -0.52], [-0.68, -0.85, 0.84], [-0.13, 0.14, -0.29], [-0.41, -0.74, -0.66], [-0.36, -0.48, -0.23], [-0.38, 0.55, 0.21], [0.19, -0.19, 0.03], [-1.13, 0.52, 0.38], [0.15, -0.41, -0.10], [0.17, -0.12, 0.26], [0.04, 0.39, 0.04], [0.30, -0.26, -0.53], [-0.30, -0.17, 0.43], [-0.21, -0.22, 0.38], [0.05, -0.07, -0.57], [0.56, 0.15, -0.18], [0.65, -0.12, -0.29], [-1.07, -0.36, -0.80], [-1.41, 1.00, 0.19], [-0.50, -0.52, 2.84], [1.03, 0.41, 0.00], [0.69, 0.01, 0.01], [0.63, -0.50, -0.67], [0.02, -0.41, 0.09], [1.61, -0.45, 0.25], [-0.06, -0.35, -0.40], [0.55, -0.55, -0.37], [-0.70, 0.97, -1.28], [-0.88, 0.78, 0.13], [0.37, -0.21, -0.86], [1.60, 0.76, 0.85], [-1.49, -0.29, -0.62], [0.50, -0.52, -0.72], [0.44, -0.47, 0.06], [-0.45, -0.11, 0.86], [-0.95, 0.56, -0.40], [-0.15, 0.01, 0.00], [0.30, -0.08, 0.91], [0.02, 0.34, -0.06], [-0.02, -0.79, -0.32], [-0.20, 0.77, 0.19], [0.89, -0.59, -0.13], [-1.20, -0.32, -2.62], [0.25, -0.51, 0.38], [0.89, 0.35, 0.07], [0.54, -0.31, -0.25], [-0.74, 0.15, -0.18], [-0.30, 0.66, -0.08], [-0.11, -0.20, 0.38], [0.22, 0.21, 0.46], [0.35, 0.12, 0.09], [0.00, -0.12, 0.02], [-0.24, 0.28, 0.20], [-0.92, 0.23, -0.25], [0.04, -0.58, -0.35], [-0.46, 0.44, 0.77], [0.66, -0.21, 0.33], [0.14, 0.49, 0.97], [-0.56, 0.78, -0.60], [1.12, -0.91, 2.22], [-1.37, 0.56, -1.99], [0.76, 0.09, -0.05], [-0.18, -0.71, 0.38], [-0.08, 0.49, 0.40], [0.03, -0.81, -0.07], [-0.05, 0.65, -0.10], [0.33, -0.11, -0.48], [-0.24, 0.24, -0.92], [0.14, -0.63, 0.84], [0.21, -0.04, 0.44], [0.17, -0.20, 0.19], [-0.45, 0.50, 0.72], [0.43, 0.49, -0.60], [-0.30, -0.48, 0.11], [0.00, 0.09, -0.49], [-0.82, 0.14, 0.59], [-1.46, -0.37, 0.73], [-1.10, -0.53, -3.03], [2.02, -0.89, 1.08], [0.91, 0.33, -0.59], [0.67, 0.46, -1.18], [0.54, -0.34, 0.25], [0.07, -0.13, -1.13], [0.76, 0.72, -0.14], [0.22, 0.26, 1.27], [-0.95, 0.13, 0.30], [0.29, 0.69, 0.94], [-0.60, -0.12, -0.59], [-0.05, -0.28, 0.45], [-0.41, 0.18, 0.47], [0.29, 0.32, 0.30], [-0.31, -0.58, 0.41], [0.26, 0.93, 0.40], [-0.80, 1.65, 0.10], [-0.36, -1.38, -0.01], [1.88, 0.67, 0.12], [0.42, 0.68, 0.79], [-0.70, -0.61, 0.29], [0.28, -0.05, -0.01], [-0.40, -0.28, -0.08], [0.33, -0.41, -0.28], [0.16, -1.19, -0.83], [-0.35, 0.16, 0.90], [-0.04, -0.21, -0.51], [-0.56, 0.42, 0.39], [0.06, -0.11, -0.63], [-0.88, -0.51, -0.54], [0.33, 0.26, 0.11], [0.42, -0.05, -0.14], [-0.76, 1.75, 0.00], [-0.21, -2.63, -0.16], [1.24, 1.44, -0.06], [0.25, -0.05, -0.41], [-1.06, -0.24, -0.81], [0.51, 0.58, 0.56], [-0.01, 0.21, 0.15], [0.37, -0.46, 0.30], [0.35, -0.54, -0.54], [0.03, 0.45, 0.06], [-0.38, 0.26, 0.43], [-1.30, 0.10, -0.28], [0.25, -0.37, 0.53], [-0.35, -0.14, 0.73], [1.05, -0.04, -0.13], [-0.31, -0.14, -0.20], [0.10, -0.11, -0.13], [-0.59, -0.53, 0.23], [2.51, 0.05, -0.37], [-0.29, 0.89, -1.53], [-0.39, 0.03, 1.71], [0.88, -0.70, -0.85], [0.28, 0.03, -0.13], [0.42, 0.07, 0.22], [-0.61, -0.21, -0.45], [-0.12, 0.37, -0.10], [-0.16, -0.28, -0.25], [0.76, 0.27, 0.68], [-0.30, -0.23, -0.12], [-0.22, -0.13, 0.57], [-0.08, 0.42, -0.08], [-0.60, -0.03, -0.18], [-0.44, 0.20, 1.12], [-0.99, -0.35, -0.54], [0.95, -0.43, 0.84], [-1.37, 0.56, -1.05], [-1.29, -1.57, 1.52], [-1.43, 1.46, -0.79], [0.95, -0.03, 1.24], [-0.14, 0.14, -0.35], [-0.23, -0.14, 0.10], [0.62, -0.13, -0.21], [-0.49, 0.95, -0.14], [0.44, 0.59, 0.20], [1.13, -0.08, -0.04], [0.08, -0.11, -1.20], [-0.26, 0.93, -0.56], [0.78, -0.32, 0.08], [-0.32, -0.02, -0.47], [0.65, -0.95, 0.68], [-0.08, -0.61, 0.34], [0.44, 1.18, 0.60], [-1.25, -0.70, 2.02], [0.45, 1.21, -1.11], [0.07, 0.90, 0.66], [-2.06, -1.40, 0.28], [0.74, -1.57, -0.86], [-0.25, 0.19, 0.34], [0.96, -1.42, -0.17], [-0.33, 0.02, -1.14], [-0.13, 0.02, 0.13], [-0.14, 0.06, 0.36], [-0.15, -0.50, 0.16], [0.71, 0.07, -0.23], [1.25, -0.19, 0.56], [0.26, 0.30, -0.89], [-0.83, 1.13, -0.11], [0.38, 0.39, -0.66]]
}